[1]
Formula: C5H13NS2
Source: the Open Molecules 2025 dataset
Level of theory: ωB97M-V/def2-TZVPD

```
21
Properties=species:S:1:pos:R:3:forces:R:3:nbo_charge:R:1
C -0.415 -1.162 1.504 -1.2 -0.7 2.1 0.04
C -1.083 -2.445 1.966 -0.6 1.8 -1.3 -0.69
S -0.088 3.692 0.101 0.8 -1.4 0.0 -0.53
C -1.077 -0.186 0.744 1.1 1.5 -0.4 -0.37
N -0.574 -0.481 -0.854 1.6 -0.4 1.1 -0.46
C 0.720 0.095 -1.121 -1.2 -1.4 -0.3 -0.07
C 0.796 0.828 -2.405 1.2 1.4 -0.3 -0.64
S 2.496 1.230 -2.765 0.0 -0.1 0.3 -0.20
H -1.214 -2.379 3.046 0.3 -0.3 0.1 0.25
H 0.377 -0.851 2.181 0.7 0.1 -0.9 0.21
H -2.070 -2.292 1.523 -0.2 -1.1 0.1 0.22
H -0.592 -3.362 1.654 0.0 -0.1 0.1 0.25
H 1.239 3.890 0.118 0.0 0.3 0.0 0.12
H -2.147 -0.069 0.629 -0.1 -0.6 0.2 0.25
H -0.579 0.766 0.936 -0.6 0.3 -0.1 0.26
H -0.274 -1.437 -0.664 -0.7 -0.4 -0.7 0.36
H 1.508 -0.620 -0.890 0.4 0.3 -0.2 0.20
H 0.917 1.023 -0.338 0.0 -0.3 -0.1 -0.01
H 0.304 1.809 -2.245 -0.4 -0.2 -0.1 0.28
H 0.406 0.340 -3.298 -0.5 -0.2 0.3 0.27
H 1.348 1.610 0.177 -0.7 1.4 0.0 0.23
```
Forces are in eV/Å.

Properties
**Energy**: -28545.9979 eV
**ΔE to the lowest compared entry with this formula, charge and spin**: 10.6321 eV

[2]
Formula: C4H7ClO
Source: the Open Molecules 2025 dataset
Level of theory: ωB97M-V/def2-TZVPD

```
13
Properties=species:S:1:pos:R:3:forces:R:3:nbo_charge:R:1
O 0.664 1.287 -1.488 0.2 0.8 0.6 -0.53
C 0.187 0.232 -1.775 -0.3 -0.5 -2.2 0.44
C -0.377 -0.740 -0.788 -1.5 -0.1 0.0 -0.53
C -0.732 -0.029 0.560 -0.9 2.0 -1.9 -0.41
C 0.523 0.420 1.256 1.0 -0.9 0.6 -0.35
Cl 0.410 0.508 3.041 -0.5 0.2 0.3 -0.09
H 0.238 -0.030 -2.894 -0.3 -0.3 1.2 0.11
H 0.494 -1.130 -0.387 2.2 -2.0 -0.1 0.24
H -0.997 -1.618 -1.237 0.8 1.9 1.0 0.24
H -1.431 0.809 0.362 0.5 -0.2 0.2 0.22
H -1.226 -0.653 1.222 -1.0 -1.6 1.1 0.23
H 1.254 -0.386 1.173 0.2 0.2 -0.4 0.19
H 0.992 1.332 0.954 -0.1 0.4 -0.4 0.24
```
Forces are in eV/Å.

Properties
**SMILES**: O=CCCCCl
**Energy**: -18830.3424 eV
**ΔE to the lowest compared entry with this formula, charge and spin**: 1.1862 eV

[3]
Formula: C2H2N2O3
Source: the Open Molecules 2025 dataset
Level of theory: ωB97M-V/def2-TZVPD

```
9
Properties=species:S:1:pos:R:3:forces:R:3:nbo_charge:R:1
O 1.341 1.927 -2.056 -0.5 -0.8 0.5 -0.48
C 0.692 1.117 -1.514 0.9 1.5 -0.9 0.90
N -0.038 0.266 -1.091 -0.1 -0.2 0.6 -0.61
C -0.491 -0.169 0.155 -3.0 0.6 3.9 0.27
O -0.363 -1.515 0.334 -1.5 1.5 3.5 -0.66
N 0.065 0.444 1.773 0.7 -0.8 -0.8 0.17
O 0.472 -0.448 2.423 -0.6 1.0 -1.0 -0.21
H -1.609 0.138 0.440 2.1 -0.3 -1.2 0.15
H -0.070 -1.760 -0.464 1.9 -2.5 -4.6 0.47
```
Forces are in eV/Å.

Properties
**SMILES**: O=C=N[C@@H](O)N=O
**Energy**: -11225.1775 eV
**ΔE to the lowest compared entry with this formula, charge and spin**: 3.6276 eV

[4]
Formula: C11H24O11V
Source: the Open Molecules 2025 dataset
Level of theory: ωB97M-V/def2-TZVPD

```
47
Properties=species:S:1:pos:R:3:forces:R:3:nbo_charge:R:1
O -1.330 -1.743 1.807 0.4 1.1 -0.3 -0.71
V 0.005 -0.804 1.671 3.5 -3.1 1.4 1.47
O 0.051 -0.133 0.213 -0.5 0.5 0.0 -0.67
C 2.689 -2.394 0.773 2.2 0.1 0.3 0.94
O 3.705 -2.082 1.468 -0.6 -0.1 -0.4 -0.83
O 1.491 -2.321 1.370 -2.4 1.4 -0.1 -0.77
O 2.828 -2.867 -0.416 -1.2 0.1 -0.1 -0.92
C 1.624 -0.006 3.761 4.7 -5.5 -4.1 0.88
O 0.680 -0.929 3.755 -2.5 1.3 0.8 -0.81
O 1.706 0.599 2.598 -2.5 2.4 -0.3 -0.84
O 2.765 -0.328 4.259 -1.6 2.1 2.5 -0.78
C 2.644 2.940 -3.612 0.6 -0.1 -0.1 -0.62
C 2.979 1.745 -2.725 -0.8 0.5 0.4 0.10
C 1.784 1.299 -1.888 1.2 -0.3 0.3 -0.64
O 3.406 0.702 -3.583 0.3 -0.1 -0.4 -0.76
H 3.536 3.192 -4.196 -0.2 -0.1 -0.3 0.19
H 2.416 3.843 -3.043 -0.2 -0.2 0.2 0.19
H 1.805 2.678 -4.258 0.0 0.1 -0.1 0.20
H 3.786 2.035 -2.039 0.1 -0.1 -0.1 0.15
H 2.173 0.573 -1.169 -0.4 -0.2 0.1 0.28
H 1.043 0.803 -2.513 -0.2 0.2 0.1 0.21
H 1.396 2.118 -1.284 -0.3 0.0 -0.1 0.21
H 3.456 -0.124 -3.086 -0.1 0.1 0.2 0.50
C -1.236 3.121 1.113 0.4 0.3 0.1 -0.63
C -1.141 2.419 2.463 -0.4 0.3 -0.1 0.08
C -2.053 3.090 3.510 0.4 0.2 -0.5 -0.62
O -1.511 1.071 2.293 0.5 -0.8 0.7 -0.68
H -0.823 4.136 1.139 -0.1 0.0 0.2 0.18
H -2.291 3.189 0.824 0.0 0.0 -0.2 0.17
H -0.651 2.579 0.370 -0.2 -0.3 0.0 0.26
H -0.114 2.410 2.833 0.1 -0.3 -0.2 0.24
H -2.036 4.169 3.322 -0.2 0.0 0.1 0.18
H -1.709 2.925 4.529 -0.1 -0.3 0.0 0.21
H -3.066 2.708 3.370 -0.1 0.1 0.2 0.19
H -2.320 0.931 1.791 0.1 0.2 -0.2 0.48
C -1.620 -2.396 -1.511 -0.1 0.3 0.1 -0.64
C -2.126 -3.717 -0.974 0.6 -0.1 -0.4 0.08
C -3.603 -3.928 -1.264 -0.2 -0.3 0.7 -0.62
O -1.432 -4.808 -1.614 0.0 -0.3 0.0 -0.77
H -1.740 -2.351 -2.600 -0.2 -0.1 0.0 0.17
H -0.571 -2.195 -1.286 0.0 -0.2 0.2 0.28
H -2.194 -1.597 -1.038 0.1 0.1 0.0 0.21
H -1.903 -3.790 0.093 -0.3 0.3 0.1 0.21
H -3.788 -4.180 -2.310 0.1 0.2 -0.1 0.19
H -4.199 -3.064 -0.965 0.1 0.2 -0.2 0.20
H -3.988 -4.753 -0.654 0.1 -0.1 -0.1 0.19
H -0.521 -4.767 -1.293 0.0 0.1 -0.1 0.49
```
Forces are in eV/Å.

Properties
**Energy**: -60002.9245 eV
**Charge**: -3
**ΔE to the lowest compared entry with this formula, charge and spin**: 0.0000 eV

[5]
Formula: C6H8
Source: the Open Molecules 2025 dataset
Level of theory: ωB97M-V/def2-TZVPD

```
14
Properties=species:S:1:pos:R:3:forces:R:3:nbo_charge:R:1
C -2.145 1.591 -0.234 -0.3 0.4 -0.2 -0.49
C -1.441 0.593 0.194 0.1 -0.1 0.2 0.09
C -0.727 -0.406 0.610 0.1 -0.3 0.1 -0.27
C -0.470 -1.652 -0.182 0.0 0.0 -0.1 -0.62
H -1.702 2.406 -0.785 0.2 0.1 -0.1 0.22
H -3.208 1.665 -0.078 -0.2 -0.1 0.1 0.22
H -0.270 -0.369 1.592 0.0 0.2 0.1 0.22
H 0.575 -1.683 -0.493 0.0 -0.1 0.0 0.22
H -0.672 -2.533 0.427 0.0 0.0 -0.1 0.21
H -1.102 -1.682 -1.068 0.0 0.0 0.0 0.22
C 2.826 0.467 -0.589 0.0 0.0 0.3 -0.23
C 2.750 0.564 0.598 0.0 0.0 -0.4 -0.23
H 2.900 0.377 -1.633 0.0 0.0 -0.5 0.23
H 2.684 0.663 1.641 0.0 0.0 0.6 0.23
```
Forces are in eV/Å.

Properties
**SMILES**: C=C=CC.C#C
**Energy**: -6347.6124 eV
**ΔE to the lowest compared entry with this formula, charge and spin**: 3.1714 eV

[6]
Formula: C3H12FMgO3V
Source: the Open Molecules 2025 dataset
Level of theory: ωB97M-V/def2-TZVPD

```
21
Properties=species:S:1:pos:R:3:forces:R:3:nbo_charge:R:1
Mg -0.627 -10.043 -4.223 0.2 0.1 0.3 1.86
V 0.236 -10.212 -8.211 -0.4 0.6 1.9 1.91
F -0.142 -9.868 -6.103 0.3 -0.6 -2.6 -0.89
C -1.867 -12.683 -3.199 -0.2 -1.9 0.2 -0.30
O -1.160 -12.101 -4.342 -0.3 1.3 0.2 -0.86
H -1.688 -13.762 -3.239 0.2 0.1 0.1 0.23
H -1.449 -12.353 -2.252 0.0 0.5 -0.2 0.22
H -2.952 -12.604 -3.267 0.1 0.7 0.0 0.23
H -1.430 -12.605 -5.117 0.0 0.0 0.0 0.52
C 1.199 -7.556 -4.226 -0.1 0.8 0.5 -0.27
O -0.077 -8.067 -3.711 0.1 -0.5 0.1 -0.86
H 1.023 -6.523 -4.526 0.1 -0.2 -0.4 0.24
H 1.939 -7.512 -3.425 0.0 -0.3 0.0 0.22
H 1.555 -8.188 -5.030 -0.1 0.0 -0.1 0.17
H -0.182 -7.615 -2.858 -0.5 -0.1 -0.1 0.54
C 1.919 -11.605 -3.937 0.0 -0.2 1.0 -0.26
O 1.015 -10.588 -3.350 1.1 -0.6 -0.3 -0.87
H 2.910 -11.158 -3.987 0.0 -0.1 -0.4 0.22
H 1.976 -12.446 -3.247 -0.1 0.0 -0.1 0.24
H 1.520 -11.945 -4.886 0.1 0.2 -0.1 0.17
H 1.616 -10.076 -2.793 -0.5 0.2 0.3 0.53
```
Forces are in eV/Å.

Properties
**Energy**: -43267.8774 eV
**Charge**: +3
**Spin multiplicity**: 4
**ΔE to the lowest compared entry with this formula, charge and spin**: 0.0000 eV

[7]
Formula: C41H53Br2N5O5P2RhS
Source: the Open Molecules 2025 dataset
Level of theory: ωB97M-V/def2-TZVPD

```
110
Properties=species:S:1:pos:R:3:forces:R:3:mulliken_charge:R:1
Rh -0.632 0.142 -0.114 -0.2 -0.2 -0.4 -2.21
C -3.839 -1.353 2.472 0.0 0.0 0.0 -1.54
C -4.044 -0.313 1.371 0.1 0.0 0.1 1.11
C -5.515 -0.202 0.963 0.0 0.1 0.0 -1.39
P -2.868 -0.512 -0.028 0.3 0.1 -0.1 2.69
C -3.076 -2.202 -0.745 0.0 0.0 0.1 1.35
C -4.495 -2.720 -0.996 0.0 0.0 -0.1 -1.64
C -2.334 -3.238 0.121 0.0 0.0 0.0 -1.83
C -3.367 0.817 -1.167 -0.2 -0.1 0.0 -0.47
C -4.348 0.745 -2.149 0.0 0.0 0.0 -0.55
C -4.612 1.840 -2.959 0.0 0.0 0.0 -0.94
C -3.882 3.009 -2.781 0.0 0.0 0.0 -1.24
C -2.896 3.097 -1.810 0.0 0.0 0.0 -0.03
C -2.624 2.002 -0.984 0.0 -0.1 0.1 -0.63
N -1.579 1.920 -0.067 0.1 0.2 -0.1 0.78
C -1.241 2.879 0.866 -0.1 -0.1 0.0 1.06
C -1.791 4.172 0.917 0.0 0.0 0.0 -1.23
C -1.356 5.086 1.856 0.0 0.0 0.0 -0.93
C -0.374 4.765 2.789 0.0 0.0 0.0 -1.36
C 0.120 3.476 2.805 0.0 0.1 0.0 -0.76
C -0.310 2.529 1.874 0.1 0.0 -0.1 0.08
P 0.029 0.763 1.993 -0.1 0.1 0.2 2.00
C -0.753 0.301 3.611 0.1 0.0 0.1 0.81
C -2.030 1.106 3.831 -0.1 0.0 0.0 -1.40
C 0.130 0.530 4.844 0.0 -0.1 0.0 -1.45
C 1.808 0.300 2.103 0.1 -0.1 -0.1 2.48
C 2.693 1.225 2.938 0.0 0.0 0.0 -1.80
C 1.949 -1.179 2.492 0.0 0.0 0.0 -1.28
H -4.342 -1.030 3.384 0.0 0.0 0.0 0.45
H -4.270 -2.311 2.183 0.0 0.0 0.0 0.35
H -2.787 -1.514 2.704 0.0 0.0 0.0 0.19
H -3.775 0.673 1.741 0.1 0.1 0.0 0.18
H -5.927 -1.133 0.590 0.0 -0.1 0.0 0.28
H -6.084 0.071 1.854 0.0 0.0 0.0 0.47
H -5.678 0.578 0.221 0.0 0.0 0.0 0.27
H -2.577 -2.116 -1.710 0.0 0.0 0.0 0.18
H -5.023 -2.904 -0.063 0.0 0.0 0.0 0.37
H -5.104 -2.075 -1.624 0.0 0.0 0.0 0.25
H -4.408 -3.683 -1.505 0.0 0.0 0.0 0.48
H -2.978 -3.580 0.930 0.0 0.0 0.0 0.47
H -2.089 -4.108 -0.489 0.0 0.0 0.0 0.50
H -1.412 -2.860 0.558 0.0 0.0 0.0 0.11
H -4.915 -0.163 -2.294 0.0 0.0 0.0 0.17
H -5.376 1.780 -3.720 0.0 0.0 0.0 0.51
H -4.067 3.860 -3.424 0.0 0.0 0.0 0.39
H -2.291 3.988 -1.733 0.0 0.0 0.0 0.67
H -2.570 4.460 0.229 0.0 0.0 0.0 0.67
H -1.791 6.078 1.857 0.0 0.0 0.0 0.42
H -0.020 5.500 3.497 0.0 0.0 0.0 0.49
H 0.850 3.200 3.554 0.0 0.0 0.0 0.30
H -0.971 -0.768 3.526 0.0 0.0 0.0 0.60
H -1.783 2.119 4.148 0.0 0.0 0.0 0.46
H -2.618 1.197 2.931 -0.1 0.1 -0.1 0.10
H -2.635 0.644 4.612 0.0 0.0 0.0 0.42
H 0.417 1.578 4.932 0.0 0.0 0.0 0.21
H -0.457 0.285 5.732 0.0 0.0 0.0 0.51
H 1.026 -0.077 4.866 0.0 0.0 0.0 0.33
H 2.149 0.368 1.068 0.0 0.0 0.1 -1.10
H 2.472 1.164 4.002 0.1 0.0 -0.1 0.34
H 3.729 0.927 2.790 0.1 -0.1 0.0 0.59
H 2.614 2.265 2.621 0.0 0.0 0.0 0.30
H 1.703 -1.362 3.534 0.0 0.0 0.1 0.29
H 1.340 -1.824 1.861 0.0 0.0 0.0 0.09
H 2.992 -1.469 2.354 0.0 0.0 0.0 0.12
Br 1.674 -4.417 0.112 0.0 0.0 0.0 -0.12
C 0.890 -3.573 -1.379 0.0 0.0 -0.1 0.25
C 0.868 -4.246 -2.612 0.0 0.1 0.0 -0.38
C 0.294 -3.673 -3.711 0.0 0.0 0.0 -0.25
Br 0.312 -4.603 -5.358 0.0 0.0 0.0 -0.21
C -0.293 -2.386 -3.621 -0.1 0.0 -0.1 1.32
C -0.863 -1.681 -4.710 0.0 0.0 0.0 -1.18
C -1.338 -0.415 -4.526 0.0 0.0 0.1 -1.45
C -1.299 0.157 -3.240 0.0 -0.1 -0.1 -0.43
N -0.814 -0.484 -2.201 -0.1 -0.1 0.0 1.49
C -0.280 -1.735 -2.372 -0.1 0.0 0.1 -1.35
C 0.339 -2.312 -1.216 0.0 0.1 0.0 -0.34
O 0.379 -1.643 -0.100 0.0 0.0 -0.2 0.80
H 1.317 -5.227 -2.684 0.0 0.0 0.0 0.55
H -0.896 -2.149 -5.684 0.0 0.0 0.0 0.43
H -1.758 0.154 -5.343 0.0 0.0 0.0 0.47
H -1.676 1.157 -3.075 0.0 0.0 0.0 0.29
C 5.667 -2.939 1.248 0.0 0.0 0.0 -1.42
C 5.071 -2.383 -0.039 0.0 0.0 0.0 0.20
S 5.626 -0.712 -0.299 0.1 0.0 0.1 1.04
O 4.802 0.156 0.513 -0.1 0.1 0.1 -0.41
O 7.055 -0.657 -0.166 -0.1 0.0 0.0 -0.73
C 5.215 -0.396 -2.021 0.0 0.0 0.0 -0.53
C 4.762 1.034 -2.309 0.0 0.0 0.0 -1.39
N 3.475 1.397 -1.696 0.0 -0.1 0.1 0.27
C 2.310 0.743 -1.904 -0.1 0.0 -0.1 0.51
N 1.327 1.216 -1.129 0.3 0.0 0.3 -0.03
C 1.891 2.250 -0.426 -0.1 0.0 -0.1 -1.08
C 3.203 2.348 -0.739 0.0 0.2 -0.1 -0.04
N 4.123 3.306 -0.184 0.1 -0.4 0.3 1.22
O 3.705 3.946 0.757 -0.1 0.1 -0.1 -0.63
O 5.243 3.387 -0.649 0.0 0.1 -0.1 -0.70
C 2.193 -0.277 -2.983 0.0 0.0 0.0 -1.17
H 5.151 -3.861 1.514 0.0 0.0 0.0 0.37
H 5.557 -2.235 2.073 0.0 0.0 0.0 0.31
H 6.727 -3.148 1.124 0.0 0.0 0.0 0.41
H 3.981 -2.329 0.001 0.0 0.0 0.0 -0.27
H 5.370 -2.965 -0.911 0.0 0.0 0.0 0.57
H 4.471 -1.133 -2.323 0.0 0.0 0.0 0.31
H 6.135 -0.590 -2.571 0.0 0.0 -0.1 0.61
H 4.662 1.151 -3.389 0.0 0.0 0.0 0.53
H 5.497 1.754 -1.971 0.0 0.0 0.1 0.45
H 1.341 2.876 0.248 -0.1 0.0 0.1 0.77
H 2.987 -0.154 -3.715 0.0 0.0 0.0 0.65
H 1.246 -0.152 -3.500 0.1 0.0 0.0 0.10
H 2.245 -1.295 -2.593 0.0 0.0 0.0 0.08
```
Forces are in eV/Å.

Properties
**Energy**: -233566.6174 eV
**Charge**: +1
**ΔE to the lowest compared entry with this formula, charge and spin**: 0.0000 eV